# 1
Below is a molecular structure, C14H9CaClI3NO5S, with properties calculated with the ωB97M-V functional and the def2-TZVPD basis.

- E_LUMO: 0.144 hartree
- HOMO-LUMO gap: 5.769 eV
- HOMO level: -0.06754 hartree
- Charge: -2
- Maximum force: 5.0 eV/Å

XYZ file:
```
35
C14H9CaClI3NO5S | OMol25 | the ωB97M-V functional and the def2-TZVPD basis
Ca -0.17 -0.13 -0.16
C -0.73 1.66 -2.50
C 0.43 0.87 -2.59
C 1.36 1.35 -1.62
C 0.75 2.44 -0.95
C -0.54 2.62 -1.49
H -1.61 1.57 -3.13
H 0.65 0.13 -3.34
H 2.40 1.08 -1.57
H 1.20 3.04 -0.17
H -1.25 3.37 -1.18
O -1.83 -3.35 0.62
S -0.63 -2.63 0.28
O 0.54 -3.62 0.18
O -0.24 -1.64 1.32
O -0.72 -1.97 -1.05
Cl -5.52 0.44 4.36
C -4.04 0.71 3.45
C -3.06 1.48 3.99
C -1.86 1.69 3.31
I -0.38 2.90 4.16
C -1.56 1.12 2.06
O -0.44 1.24 1.48
C -2.69 0.38 1.45
N -2.51 -0.05 0.18
C -3.45 -0.75 -0.41
C -4.66 -1.06 0.23
C -4.88 -0.61 1.50
C -3.89 0.15 2.16
H -3.21 1.93 4.97
H -3.24 -1.09 -1.41
H -5.40 -1.67 -0.28
H -5.81 -0.82 2.01
I 2.13 -2.33 -0.36
I 4.76 -1.22 -1.13
```



# 2
Below is 13 unconnected molecules or ions with the total composition C157H159N5O21, with properties calculated with the ωB97M-V functional and the def2-TZVPD basis.

- E_LUMO: -0.050 hartree
- HOMO-LUMO gap: 6.996 eV
- HOMO level: -0.30748 hartree
- Maximum force: 3.9 eV/Å

XYZ file:
```
342
C157H159N5O21 | OMol25 | the ωB97M-V functional and the def2-TZVPD basis
C 30.51 22.43 21.93
C 31.34 22.67 23.22
C 32.64 23.46 22.90
C 32.35 24.94 22.77
C 31.81 25.38 24.06
C 30.48 24.76 24.45
N 30.58 23.26 24.35
O 29.30 22.66 24.48
C 30.11 25.15 25.96
C 29.39 25.36 23.51
C 31.91 21.38 23.70
H 30.37 23.37 21.37
H 29.51 21.98 22.10
H 31.07 21.71 21.31
H 33.40 23.32 23.65
H 33.08 22.96 22.02
H 31.74 25.20 21.93
H 33.30 25.44 22.54
H 31.70 26.46 24.01
H 32.53 25.08 24.83
H 30.14 26.26 26.12
H 29.07 24.85 26.17
H 30.84 24.69 26.61
H 29.34 26.47 23.63
H 29.55 25.16 22.45
H 28.43 24.95 23.84
H 31.22 20.56 23.68
H 32.36 21.45 24.68
H 32.74 21.02 23.11
H 29.22 22.44 25.42
C 38.65 21.95 23.19
C 37.78 22.96 23.94
C 38.71 23.92 24.79
C 39.44 24.90 23.82
C 38.51 25.80 23.05
C 37.52 24.97 22.22
N 36.99 23.88 23.08
O 35.98 23.14 22.40
C 36.35 25.87 21.86
C 38.19 24.37 20.96
C 36.82 22.25 24.97
H 39.16 21.31 23.92
H 39.42 22.32 22.61
H 38.00 21.39 22.53
H 37.97 24.50 25.33
H 39.34 23.38 25.54
H 40.12 24.36 23.14
H 40.11 25.49 24.44
H 39.02 26.58 22.47
H 37.95 26.47 23.72
H 35.71 25.42 21.15
H 35.74 26.04 22.75
H 36.70 26.79 21.36
H 37.53 23.53 20.73
H 38.39 25.12 20.21
H 39.18 23.94 21.18
H 36.07 22.93 25.45
H 37.43 21.83 25.78
H 36.24 21.38 24.57
H 36.42 22.58 21.75
C 21.39 17.71 26.53
C 22.50 16.91 27.18
C 23.74 16.99 26.27
C 25.01 16.54 26.92
C 25.29 17.45 28.09
C 24.16 17.40 29.14
N 22.93 17.77 28.36
O 21.77 17.82 29.21
C 23.99 16.09 29.94
C 24.57 18.59 30.12
C 21.97 15.51 27.42
H 21.70 18.80 26.61
H 20.40 17.55 27.05
H 21.26 17.53 25.48
H 23.55 16.31 25.44
H 23.89 18.02 25.91
H 25.90 16.70 26.28
H 24.80 15.51 27.18
H 25.43 18.47 27.72
H 26.22 17.16 28.53
H 24.12 16.37 31.03
H 22.97 15.75 29.86
H 24.60 15.22 29.69
H 25.52 18.47 30.59
H 24.58 19.53 29.62
H 23.77 18.64 30.84
H 21.77 15.13 26.45
H 21.03 15.44 27.94
H 22.70 14.85 27.87
H 21.77 18.73 29.43
C 33.09 17.50 19.04
C 32.18 16.50 18.23
C 32.22 15.23 19.13
C 31.26 14.16 18.69
C 29.94 14.79 18.83
C 29.70 16.04 17.97
N 30.81 17.00 18.26
O 30.74 18.18 17.46
C 29.67 15.75 16.42
C 28.40 16.71 18.48
C 32.84 16.29 16.86
H 32.62 17.67 20.00
H 33.30 18.42 18.56
H 34.07 17.00 19.23
H 33.25 14.79 19.17
H 32.01 15.57 20.13
H 31.28 13.26 19.25
H 31.48 13.76 17.69
H 29.62 15.01 19.84
H 29.25 14.02 18.44
H 28.66 15.41 16.07
H 29.89 16.80 16.05
H 30.41 15.04 16.10
H 28.50 16.96 19.55
H 28.35 17.68 17.98
H 27.47 16.08 18.33
H 32.33 16.97 16.22
H 32.68 15.28 16.42
H 33.91 16.43 16.83
H 30.86 18.85 18.16
C 25.58 26.73 20.47
C 26.45 25.48 20.38
C 26.47 24.45 21.52
C 25.15 23.69 21.63
C 24.99 22.88 20.34
C 24.88 23.84 19.13
N 26.12 24.69 19.15
O 26.13 25.53 18.06
C 24.86 23.03 17.83
C 23.53 24.58 19.17
C 27.92 25.95 20.24
H 25.96 27.52 19.84
H 25.64 27.26 21.44
H 24.47 26.65 20.41
H 27.24 23.71 21.27
H 26.69 25.01 22.42
H 24.31 24.34 21.96
H 25.30 22.95 22.42
H 24.04 22.32 20.38
H 25.79 22.22 20.08
H 25.90 22.84 17.54
H 24.19 22.16 17.84
H 24.41 23.65 17.04
H 22.71 23.92 18.86
H 23.27 24.92 20.15
H 23.37 25.45 18.49
H 28.25 26.42 21.20
H 28.11 26.72 19.50
H 28.56 25.08 20.13
H 26.80 25.15 17.49
C 40.88 21.55 18.12
C 40.86 20.45 19.00
C 39.62 20.01 19.37
C 38.46 20.72 19.04
C 38.49 21.81 18.19
C 39.72 22.19 17.67
C 37.27 22.57 17.89
O 37.33 23.50 17.10
C 35.98 22.10 18.47
C 34.85 22.89 18.31
C 33.64 22.48 18.86
C 33.57 21.35 19.67
C 34.76 20.64 19.92
C 35.95 21.03 19.29
C 37.19 20.15 19.51
O 37.04 19.04 19.91
H 41.77 21.91 17.62
H 41.73 19.88 19.25
H 39.60 19.20 20.08
H 39.79 23.00 16.92
H 34.97 23.82 17.78
H 32.77 23.13 18.84
H 32.65 21.07 20.17
H 34.86 19.73 20.51
C 36.82 10.84 27.38
C 35.40 10.65 27.47
C 34.57 11.29 26.59
C 35.11 12.16 25.68
C 36.51 12.35 25.59
C 37.38 11.68 26.39
C 37.05 13.35 24.66
O 38.25 13.57 24.62
C 36.16 14.06 23.69
C 36.75 14.93 22.79
C 35.88 15.62 21.96
C 34.52 15.45 21.99
C 33.96 14.51 22.89
C 34.79 13.86 23.81
C 34.21 12.87 24.77
O 33.07 12.60 24.71
H 37.35 10.46 28.23
H 34.95 9.98 28.19
H 33.51 11.06 26.57
H 38.47 11.81 26.29
H 37.82 15.06 22.71
H 36.30 16.39 21.28
H 33.89 16.00 21.29
H 32.86 14.40 22.90
C 29.65 18.99 27.55
C 30.58 19.23 26.57
C 31.91 18.73 26.71
C 32.11 17.89 27.81
C 31.16 17.55 28.80
C 29.91 18.16 28.65
C 31.45 16.65 29.96
O 30.56 16.63 30.83
C 32.65 15.84 30.01
C 32.80 14.79 30.90
C 33.86 13.86 30.71
C 34.86 14.23 29.77
C 34.78 15.32 28.89
C 33.60 16.09 28.99
C 33.41 17.12 27.92
O 34.28 17.14 27.09
H 28.70 19.54 27.46
H 30.45 19.91 25.75
H 32.66 18.87 25.95
H 29.06 17.86 29.27
H 31.96 14.60 31.55
H 34.05 12.99 31.36
H 35.80 13.71 29.89
H 35.51 15.48 28.10
C 22.72 16.96 19.39
C 21.98 18.18 19.30
C 22.20 19.08 18.29
C 23.21 18.71 17.36
C 23.92 17.49 17.45
C 23.72 16.63 18.52
C 25.00 17.20 16.46
O 25.71 16.18 16.61
C 25.28 18.07 15.35
C 26.30 17.77 14.49
C 26.59 18.71 13.46
C 25.98 19.93 13.40
C 24.95 20.21 14.27
C 24.55 19.27 15.21
C 23.49 19.68 16.28
O 23.00 20.76 16.21
H 22.60 16.37 20.30
H 21.47 18.45 20.22
H 21.87 20.10 18.34
H 24.26 15.73 18.67
H 26.87 16.87 14.54
H 27.35 18.53 12.70
H 26.28 20.61 12.62
H 24.39 21.15 14.28
C 24.34 15.80 22.91
C 23.57 14.72 22.66
C 22.20 14.78 22.48
C 21.55 16.02 22.74
C 22.39 17.13 22.91
C 23.78 17.09 22.93
C 21.81 18.45 22.94
O 22.44 19.44 23.24
C 20.39 18.60 22.58
C 19.85 19.90 22.49
C 18.54 20.11 22.18
C 17.68 19.01 22.11
C 18.11 17.68 22.30
C 19.51 17.49 22.47
C 20.11 16.12 22.65
O 19.45 15.09 22.84
H 25.42 15.66 22.94
H 23.97 13.75 22.52
H 21.56 13.94 22.22
H 24.38 17.99 22.99
H 20.56 20.70 22.63
H 18.17 21.10 21.94
H 16.60 19.21 21.95
H 17.45 16.80 22.28
C 31.28 17.10 23.81
C 32.20 17.82 23.05
C 31.78 18.63 22.05
C 30.40 18.71 21.84
C 29.44 18.01 22.60
C 29.90 17.15 23.61
C 27.98 18.18 22.36
O 27.20 17.58 23.08
C 27.52 19.00 21.22
C 26.14 19.00 20.94
C 25.79 19.58 19.71
C 26.71 20.19 18.88
C 28.04 20.21 19.18
C 28.49 19.63 20.38
C 29.90 19.48 20.69
O 30.66 19.93 19.84
H 31.70 16.48 24.55
H 33.24 17.78 23.36
H 32.44 18.96 21.28
H 29.19 16.51 24.20
H 25.38 18.66 21.61
H 24.76 19.53 19.42
H 26.32 20.63 17.93
H 28.80 20.68 18.58
C 39.62 17.45 23.11
C 39.75 16.37 23.98
C 40.93 15.64 24.09
C 42.08 16.04 23.40
C 41.94 17.16 22.60
C 40.73 17.78 22.37
C 43.13 17.68 21.91
O 43.14 18.69 21.28
C 44.42 16.79 21.95
C 45.51 17.16 21.19
C 46.70 16.44 21.31
C 46.73 15.31 22.14
C 45.64 14.92 22.90
C 44.44 15.65 22.76
C 43.30 15.31 23.61
O 43.32 14.38 24.37
H 38.65 17.89 23.00
H 38.83 16.01 24.45
H 41.06 14.75 24.65
H 40.55 18.58 21.64
H 45.35 18.05 20.55
H 47.57 16.66 20.70
H 47.60 14.70 22.07
H 45.65 13.95 23.40
C 28.62 22.67 16.17
C 29.70 22.48 17.02
C 30.79 21.76 16.55
C 30.72 21.20 15.23
C 29.72 21.53 14.37
C 28.61 22.31 14.84
C 29.63 20.96 13.01
O 28.70 21.31 12.31
C 30.54 19.89 12.66
C 30.35 19.14 11.50
C 31.25 18.12 11.08
C 32.34 17.81 11.86
C 32.49 18.53 13.09
C 31.62 19.55 13.51
C 31.79 20.29 14.80
O 32.80 20.14 15.43
H 27.77 23.16 16.68
H 29.68 22.90 17.98
H 31.59 21.55 17.23
H 27.76 22.42 14.16
H 29.51 19.31 10.84
H 31.20 17.67 10.09
H 33.05 17.02 11.57
H 33.11 18.20 13.93
```



# 3
Below is a molecular structure, C15H10Br2N5NiO, with properties calculated with the ωB97M-V functional and the def2-TZVPD basis.

- E_LUMO (alpha / beta): 0.090 / 0.090 hartree
- HOMO-LUMO gap (alpha / beta): 6.253 / 6.227 eV
- HOMO level (alpha / beta): -0.14028 / -0.13933 hartree
- Charge: -1
- Maximum force: 5.3 eV/Å

XYZ file:
```
34
C15H10Br2N5NiO | OMol25 | the ωB97M-V functional and the def2-TZVPD basis
Ni 0.21 0.04 -0.09
C 0.32 -5.54 -0.11
C 1.10 -4.26 -0.09
C 2.48 -4.23 -0.07
C 3.15 -3.00 -0.05
C 2.37 -1.87 -0.06
Br 3.06 -0.12 -0.04
N 1.03 -1.87 -0.08
C 0.42 -3.04 -0.10
H 0.99 -6.40 -0.10
H -0.30 -5.61 -1.00
H -0.33 -5.62 0.76
H 3.05 -5.15 -0.06
H 4.23 -2.94 -0.03
H -0.66 -2.94 -0.11
O -1.36 -1.05 -0.12
Br -4.14 2.42 -3.01
C -3.29 2.17 -1.33
C -3.82 2.74 -0.19
C -3.15 2.52 1.00
C -2.00 1.74 1.00
N -1.51 1.20 -0.11
C -2.14 1.40 -1.26
H -4.72 3.34 -0.23
H -3.51 2.94 1.93
H -1.45 1.55 1.90
H -1.71 0.94 -2.14
N 0.96 2.00 -0.07
C 1.29 3.08 0.21
C 1.67 4.38 0.54
C 2.97 4.62 1.03
N 4.04 4.82 1.44
C 0.75 5.44 0.38
N 0.00 6.31 0.25
```